Entry 1:
Below is the molecule C5H10O at a distorted geometry, with properties calculated with the ωB97M-V functional and the def2-TZVPD basis.

XYZ file:
```
16
Properties=species:S:1:pos:R:3:nbo_charge:R:1
C -1.546 -0.339 1.914 -0.62
C -0.135 -0.052 1.423 -0.07
O 0.090 -0.628 0.170 -0.62
C 0.929 0.368 -1.032 -0.13
C 1.875 -0.253 -1.826 -0.33
C -0.310 0.447 -1.684 -0.14
H -1.706 0.078 2.915 0.20
H -1.720 -1.419 1.953 0.21
H -2.281 0.099 1.229 0.20
H 0.027 1.048 1.397 0.14
H 0.597 -0.448 2.148 0.16
H 1.222 1.183 -0.373 0.21
H 2.930 -0.068 -1.682 0.19
H 1.576 -0.994 -2.561 0.19
H -0.946 1.325 -1.629 0.20
H -0.604 -0.347 -2.363 0.20
```

Calculated values
energy: -271.56690 hartree
energy relative to the best compared isomer or geometry (same formula, charge and spin): 5.0537 eV
E_HOMO (alpha / beta): -8.2 / -7.9 eV
spin multiplicity: 1
Kohn-Sham gap (alpha / beta): 0.298 / 0.267 Ha

---

Entry 2:
Below is a 2-piece molecular cluster, C5H10O overall, with properties calculated with the ωB97M-V functional and the def2-TZVPD basis.

XYZ file:
```
16
Properties=species:S:1:pos:R:3:nbo_charge:R:1
C -0.484 0.550 0.610 -0.43
C 0.742 0.502 -0.305 -0.41
C 0.000 -0.715 0.042 -0.10
C -0.637 -1.809 -0.708 -0.40
C 0.274 -2.087 0.486 -0.40
H -1.442 0.934 0.263 0.22
H -0.306 0.725 1.670 0.22
H 0.698 0.844 -1.337 0.22
H 1.711 0.670 0.160 0.22
H -0.263 -2.021 -1.706 0.21
H -1.707 -1.946 -0.572 0.21
H -0.182 -2.415 1.415 0.22
H 1.267 -2.476 0.280 0.22
O 0.334 3.398 0.009 -0.94
H 0.322 2.511 0.384 0.48
H -0.327 3.336 -0.690 0.46
```

Calculated values
energy: -271.67053 hartree
energy relative to the best compared isomer or geometry (same formula, charge and spin): 2.2336 eV
E_HOMO: -10.4 eV
spin multiplicity: 1
Kohn-Sham gap: 0.416 Ha
SMILES: C1CC12CC2.O

---

Entry 3:
Below is the molecule C5H10O, with properties calculated with the ωB97M-V functional and the def2-TZVPD basis.

XYZ file:
```
16
Properties=species:S:1:pos:R:3:nbo_charge:R:1
C 2.388 0.261 -0.496 -0.63
C 1.404 -0.256 0.538 -0.06
O 0.221 0.530 0.617 -0.53
C -0.928 -0.213 0.364 0.09
C -2.317 0.282 0.569 -0.44
C -1.779 0.003 -0.837 -0.45
H 3.312 -0.327 -0.433 0.21
H 2.638 1.310 -0.311 0.21
H 1.992 0.169 -1.512 0.21
H 1.142 -1.296 0.297 0.16
H 1.868 -0.256 1.532 0.17
H -0.828 -1.261 0.648 0.17
H -2.987 -0.369 1.130 0.22
H -2.505 1.336 0.748 0.22
H -2.012 -0.844 -1.477 0.21
H -1.609 0.930 -1.378 0.22
```

Calculated values
energy: -271.68840 hartree
energy relative to the best compared isomer or geometry (same formula, charge and spin): 1.7475 eV
E_HOMO: -9.1 eV
spin multiplicity: 1
Kohn-Sham gap: 0.380 Ha
SMILES: CCOC1CC1

---

Entry 4:
Below is a 2-piece molecular cluster, C5H10O overall, with properties calculated with the ωB97M-V functional and the def2-TZVPD basis.

XYZ file:
```
16
Properties=species:S:1:pos:R:3:nbo_charge:R:1
C 2.412 -0.304 -0.194 -0.60
C 0.898 -0.159 -0.407 -0.51
C 0.487 0.916 0.562 0.46
O 0.214 0.729 1.723 -0.54
H 2.868 0.663 0.055 0.21
H 2.915 -0.693 -1.081 0.22
H 2.594 -0.972 0.651 0.22
H 0.655 0.142 -1.434 0.21
H 0.376 -1.094 -0.187 0.23
H 0.573 1.950 0.156 0.10
C -2.328 -0.410 -0.604 -0.42
C -2.352 -0.001 0.659 -0.37
H -2.055 -1.430 -0.866 0.19
H -2.557 0.259 -1.430 0.19
H -2.075 -0.654 1.482 0.20
H -2.593 1.024 0.929 0.20
```

Calculated values
energy: -271.69322 hartree
energy relative to the best compared isomer or geometry (same formula, charge and spin): 1.6164 eV
E_HOMO: -9.7 eV
spin multiplicity: 1
Kohn-Sham gap: 0.395 Ha
SMILES: CCC=O.C=C